80
Properties=species:S:1:pos:R:3 method="wB97M-V/def2-TZVPD" gap_ha="0.150 / 0.159" lumo_energy_ev="4.2 / 4.1" total_charge=-2 multiplicity=5 relative_energy_kj_mol=0.0 e_homo_ev="0.099 / -0.204"
Fe -0.236 -0.057 -0.596
S 2.006 0.597 0.186
F -1.431 -1.466 6.498
O 1.540 -1.602 2.197
N 0.083 3.436 -1.267
N -1.181 -3.415 -1.042
N 0.032 -1.896 0.364
N -1.072 1.611 -0.282
N -0.458 -1.444 -2.266
N 1.932 -0.385 2.682
N 0.491 -0.239 -4.161
N -1.534 -0.050 1.106
N 0.373 1.243 -2.287
C -2.506 -4.327 -5.239
C -1.129 -5.112 1.548
C 0.642 2.579 -2.140
C -1.364 3.576 0.771
C -1.567 1.301 0.920
C -1.491 -3.100 -3.461
C 3.171 3.170 -5.433
C -0.982 -2.170 -4.386
C 0.892 0.832 -3.477
C -1.872 2.534 1.618
C -0.475 -3.346 3.855
C -1.245 -2.311 -5.750
C 2.185 4.207 -3.469
C -0.638 0.283 3.397
C -0.779 2.943 -0.377
C -2.524 2.859 2.814
C -0.831 -3.840 1.310
C -1.073 -2.636 -2.158
C 2.170 -0.376 4.012
C -1.289 -1.234 5.158
C 2.965 1.855 3.830
C -2.166 5.214 2.328
C -2.011 -3.385 -6.167
C -1.632 -2.349 4.264
C -0.805 -4.808 3.996
C -1.132 -5.575 2.950
C -1.522 4.918 1.145
C 3.006 4.280 -4.582
C 1.699 1.897 -4.050
C 2.749 1.822 2.500
C -2.244 -4.194 -3.887
C -1.784 -1.919 2.772
C -0.815 -0.020 4.742
C 2.230 0.661 1.822
C 2.515 1.976 -5.176
C -0.620 -2.886 2.401
C -1.001 -0.654 2.298
C 0.146 -1.725 1.763
C -0.640 -3.023 0.085
C -0.300 -1.163 -3.610
C 1.536 3.004 -3.198
C -2.669 4.186 3.164
C 2.680 0.714 4.628
H 2.960 2.675 1.871
H 0.477 -3.103 4.340
H -2.768 -2.014 2.322
H 3.536 5.201 -4.802
H -2.497 -2.897 4.641
H -3.106 -5.158 -5.595
H 1.899 -1.289 4.520
H 3.820 3.255 -6.298
H 2.052 5.059 -2.812
H -1.364 -6.620 3.133
H -0.760 -5.241 4.992
H -2.913 2.076 3.456
H -2.299 6.250 2.623
H -0.857 -1.587 -6.457
H -0.566 0.724 5.492
H 2.838 0.702 5.696
H -1.333 -5.804 0.739
H -2.619 -4.911 -3.166
H -2.248 -3.503 -7.219
H -0.234 1.251 3.131
H 2.634 1.115 -5.824
H 3.353 2.755 4.292
H -3.180 4.448 4.085
H -1.146 5.704 0.500

=====

10
Properties=species:S:1:pos:R:3 method="wB97M-V/def2-TZVPD" gap_ha=0.373 lumo_energy_ev=0.5 total_charge=0 relative_energy_kj_mol=265.0 e_homo_ev=-9.620
O 0.462 -1.159 -0.076
N 0.732 0.987 0.020
C 1.850 0.127 0.003
C -0.166 0.061 -0.154
C -1.627 0.032 -0.042
H 2.283 0.040 1.038
H 2.569 -0.036 -0.770
H -2.157 -0.856 -0.423
H -1.915 0.035 1.013
H -2.030 0.769 -0.609

=====

14
Properties=species:S:1:pos:R:3 method="wB97M-V/def2-TZVPD" gap_ha=0.353 lumo_energy_ev=1.2 smiles="NN[C@H]1C=CC1" total_charge=0 relative_energy_kj_mol=326.9 e_homo_ev=-8.396
N -0.510 -1.355 1.958
N -0.652 -1.047 0.585
C 0.608 -0.198 -1.443
C -0.099 1.388 -0.243
C 0.249 1.046 -1.666
C 0.283 -0.165 0.008
H 0.862 -1.063 -1.975
H -0.009 1.629 -2.556
H 0.456 2.111 0.261
H 1.203 -0.333 0.735
H 0.471 -1.488 2.018
H -1.130 1.705 -0.094
H -1.044 -1.719 -0.055
H -0.690 -0.509 2.467